The following is a quantum chemistry calculation of 2 unconnected molecules or ions with the total composition C12H19N2O, from the OMol25 dataset.

```
! RIJCOSX wB97M-V def2-TZVPD def2/J DEFGRID3
* xyz 1 1
O -1.777 -1.880 0.449
N -0.021 0.392 1.644
N 0.553 0.061 2.892
C 0.565 -0.489 -1.896
C 0.581 -0.164 0.507
C -1.273 -2.084 1.446
C 0.077 0.136 -0.760
C 1.582 -1.430 -1.768
C -0.769 1.640 1.560
C -2.265 1.394 1.375
C 0.028 -0.133 -3.250
C 2.093 -1.729 -0.522
C -0.689 -2.363 2.652
C 1.598 -1.114 0.616
C 0.968 0.850 -3.952
H -0.961 0.318 -3.155
H 1.559 0.249 2.921
H 1.041 1.774 -3.380
H -0.710 0.861 -0.874
H -0.014 -1.456 2.952
H 1.964 0.425 -4.048
H 2.025 -1.376 1.573
H -1.435 -2.482 3.441
H -0.055 -3.251 2.614
H -0.612 2.207 2.483
H 1.968 -1.923 -2.647
H 2.885 -2.455 -0.422
H -2.774 2.345 1.250
H -2.458 0.787 0.495
H -2.689 0.890 2.241
H -0.379 2.247 0.739
H 0.595 1.085 -4.945
H -0.064 -1.037 -3.855
H 0.099 0.605 3.625
*
```

Max |F| = 0.0528 Eh/bohr
Energy above the lowest of the compared OMol25 structures with the same formula, charge and spin = 170.71 kJ/mol
Gap between HOMO and LUMO = 0.2796 hartree
Energy = -17771.572 eV

=====

The following is a quantum chemistry calculation of a gas-phase ion, C12H19N2O (charge +1), from the OMol25 dataset.

```
! RIJCOSX wB97M-V def2-TZVPD def2/J DEFGRID3
* xyz 1 1
O -1.735 -0.722 1.181
N 3.795 -0.069 -0.644
N 1.708 -0.019 -0.017
C 3.483 1.240 -0.400
C -1.908 -1.103 -1.277
C 1.322 2.425 0.403
C -0.404 -0.439 1.180
C 2.606 -2.298 -0.540
C 2.709 -0.832 -0.415
C 0.424 -0.389 0.162
C 0.055 -0.327 2.623
C -2.581 -0.697 0.028
C -4.009 1.067 -1.237
C -3.393 0.542 -0.021
C 2.183 1.292 -0.008
H -1.406 -2.057 -1.149
H 1.137 -0.256 2.683
H 0.318 2.300 -0.001
H 1.741 3.362 0.051
H 3.376 -2.686 -1.201
H 1.624 -2.561 -0.933
H -0.287 -1.198 3.175
H 4.691 -0.410 -0.954
H -4.611 1.946 -1.027
H -4.640 0.315 -1.723
H 1.241 2.468 1.489
H -2.647 -1.205 -2.064
H -3.313 -1.494 0.286
H -0.397 0.557 3.068
H 2.711 -2.780 0.433
H -3.567 1.027 0.926
H -3.247 1.325 -1.980
H -1.167 -0.357 -1.564
H 4.190 2.031 -0.533
*
```

Max |F| = 0.0332 Eh/bohr
Energy above the lowest of the compared OMol25 structures with the same formula, charge and spin = 335.95 kJ/mol
Gap between HOMO and LUMO (spin up / spin down) = 0.2130 / 0.3483 hartree
Energy = -17769.859 eV

=====

The following is a quantum chemistry calculation of 2 unconnected molecules or ions with the total composition C12H19NS, from the OMol25 dataset.

```
! RIJCOSX wB97M-V def2-TZVPD def2/J DEFGRID3
* xyz 0 1
S 1.289 1.508 -2.372
N -1.294 1.558 -1.940
C 2.386 -0.675 1.101
C 1.553 1.702 1.399
C -1.672 -1.452 2.438
C -0.300 1.929 -2.683
C -2.191 0.674 0.200
C -0.654 -0.850 1.548
C 2.260 0.656 1.784
C 1.348 -1.028 0.032
C 0.086 -1.694 0.580
C -0.646 2.725 -3.903
C -0.789 -2.203 -0.575
C -1.696 1.111 -0.847
H 2.879 0.734 2.673
H 2.400 -1.458 1.868
H -0.263 -2.972 -1.135
H 0.393 -2.589 1.148
H -0.180 0.054 1.891
H 0.229 2.828 -4.539
H 1.569 2.623 1.956
H -0.991 3.716 -3.608
H -1.161 -1.999 3.239
H 0.937 1.700 0.516
H -1.447 2.240 -4.460
H -1.019 -1.378 -1.243
H -2.977 0.569 0.886
H -1.722 -2.624 -0.209
H -2.307 -2.167 1.916
H 3.377 -0.688 0.634
H 1.080 -0.137 -0.533
H 1.809 -1.720 -0.674
H -2.288 -0.694 2.913
*
```

Max |F| = 0.0563 Eh/bohr
Energy above the lowest of the compared OMol25 structures with the same formula, charge and spin = 523.66 kJ/mol
Gap between HOMO and LUMO (spin up / spin down) = 0.2329 / 0.2329 hartree
Energy = -25072.244 eV